Run a
One molecule with the formula C3H3FN2O, computed with wB97M-V/def2-TZVPD.

Frontier orbital gap (alpha / beta) (eV): 8.05 / 8.14
Charge: 0
LUMO energy (alpha / beta) (eV): -0.628 / -0.591
Spin multiplicity: 1

Last column: natural (NBO) charge in e.
Element x y z (Å)
C -1.257 -0.089 -0.209  -0.476
C -0.865 1.152 -0.142  0.617
C -0.164 -1.115 0.077  0.632
N 1.230 0.842 0.579  -0.429
N 1.033 -0.464 0.228  -0.466
O -0.228 -2.351 0.155  -0.603
F -1.335 2.393 -0.118  -0.278
H -2.120 -0.469 -0.572  0.257
H 1.950 1.263 -0.075  0.339
H 1.758 -1.164 0.077  0.408

=====

Run b
C3H3FN2O as an isolated structure, computed with wB97M-V/def2-TZVPD.

Frontier orbital gap (eV): 9.42
Charge: 0
LUMO energy (eV): 0.475
Spin multiplicity: 1

Last column: natural (NBO) charge in e.
Element x y z (Å)
C 0.102 0.183 -0.161  -0.114
C -0.352 -0.797 -0.994  -0.044
C -0.628 0.205 0.906  0.609
H 1.771 0.467 -0.796  0.369
H 1.309 1.621 0.810  0.380
H 0.066 -1.395 -1.949  0.247
N 1.019 1.192 -0.358  -0.763
N -1.280 -1.430 -0.404  -0.099
O -1.451 -0.944 0.934  -0.306
F -0.556 0.899 2.011  -0.279

=====

Most stable to least stable, the ends of the list are run b and run a.

=====

Run a
One molecule with the formula C6H9N3, computed with wB97M-V/def2-TZVPD.

Frontier orbital gap (eV): 9.56
Charge: 0
LUMO energy (eV): 0.793
Spin multiplicity: 1

Last column: natural (NBO) charge in e.
Element x y z (Å)
C -2.863 0.769 -0.569  -0.589
C -2.363 -0.328 0.495  -0.174
N -1.196 -1.013 -0.010  -0.564
C 0.095 -0.453 0.016  0.552
N 1.113 -1.266 -0.175  -0.492
C 2.310 -0.786 -0.192  0.138
C 2.538 0.683 0.013  -0.352
C 1.399 1.381 0.162  0.079
N 0.123 0.852 0.169  -0.510
H -2.919 0.233 -1.365  0.200
H -3.842 1.217 -0.218  0.192
H -2.207 1.480 -0.378  0.227
H -2.952 -1.014 0.779  0.174
H -2.056 0.250 1.489  0.161
H -1.091 -1.821 0.284  0.357
H 3.111 -1.467 -0.179  0.189
H 3.490 0.917 -0.088  0.215
H 1.484 2.602 0.236  0.197

=====

Run b
One molecule with the formula C6H9N3, computed with wB97M-V/def2-TZVPD.

Frontier orbital gap (eV): 9.40
Charge: 0
LUMO energy (eV): 0.534
Spin multiplicity: 1

Last column: natural (NBO) charge in e.
Element x y z (Å)
C 1.651 -1.937 0.016  -0.468
N 1.163 -0.484 0.076  -0.383
C 1.986 0.655 0.232  -0.171
C 1.021 1.894 -0.252  -0.407
C -0.333 1.231 -0.009  -0.528
C -0.136 -0.176 0.114  0.511
N -1.031 -0.986 -0.264  -0.601
C -2.236 -0.510 0.005  0.423
N -3.290 0.144 0.170  -0.454
H 2.186 -2.474 0.737  0.223
H 2.169 -2.044 -0.988  0.206
H 0.492 -2.279 -0.486  0.277
H 2.148 0.930 1.475  0.155
H 2.862 0.388 -0.274  0.208
H 1.574 2.628 0.222  0.233
H 1.198 2.119 -1.389  0.210
H -1.066 1.591 0.915  0.280
H -1.167 1.471 -0.720  0.284

=====

Run c
One molecule with the formula C6H9N3, computed with wB97M-V/def2-TZVPD.

Frontier orbital gap (eV): 9.73
Charge: 0
LUMO energy (eV): 0.633
Spin multiplicity: 1

Last column: natural (NBO) charge in e.
Element x y z (Å)
N -0.278 -1.889 2.307  -0.316
C -0.570 -1.781 1.137  0.270
C -0.351 -1.378 -0.317  -0.155
N 0.990 -0.946 -0.631  -0.576
C 0.557 -0.069 -1.703  -0.211
C -0.801 -0.017 -0.838  -0.192
C -0.564 1.226 0.222  -0.070
C 0.553 1.511 1.208  -0.297
N -0.866 1.249 1.609  -0.615
H -0.794 -2.129 -0.863  0.208
H 1.694 -1.838 -0.893  0.363
H 1.212 0.751 -1.790  0.200
H 0.254 -0.363 -2.785  0.172
H -1.683 0.105 -1.430  0.225
H -1.045 2.239 -0.123  0.205
H 1.189 2.366 1.448  0.207
H 1.280 0.625 1.282  0.200
H -0.778 0.339 2.160  0.382

=====

Run d
A 2-piece molecular cluster, C6H9N3 overall, computed with wB97M-V/def2-TZVPD.

Frontier orbital gap (eV): 8.27
Charge: 0
LUMO energy (eV): 0.123
Spin multiplicity: 1

Last column: natural (NBO) charge in e.
Element x y z (Å)
C -2.091 -1.885 2.340  -0.677
C -1.085 -0.711 1.795  -0.112
C -0.611 -0.526 0.569  0.020
C -0.703 -1.254 -0.674  -0.209
C 0.129 -0.683 -1.660  -0.256
C 0.502 0.608 -0.918  0.377
H -1.715 -2.860 2.980  0.248
H -2.835 -2.084 1.296  0.228
H -2.733 -1.284 3.059  0.226
H -0.776 0.318 2.457  0.234
H -0.995 -2.238 -0.887  0.217
H 0.445 -0.925 -2.707  0.234
H 1.347 1.726 -2.395  0.391
H 3.496 1.852 -0.560  0.328
H 1.791 2.466 0.582  0.452
N 1.477 1.285 -1.503  -0.446
N 2.117 2.160 -0.561  -0.748
N -0.005 0.804 0.274  -0.507

=====

Most stable to least stable, the ends of the list are run a and run d.

=====

Run a
One molecule with the formula C6H9N3, computed with wB97M-V/def2-TZVPD.

Frontier orbital gap (eV): 9.77
Charge: 0
LUMO energy (eV): 0.829
Spin multiplicity: 1

Last column: natural (NBO) charge in e.
Element x y z (Å)
H -2.279 -1.331 1.558  0.323
N -1.360 -1.608 1.796  -0.623
C -0.612 -0.608 1.500  0.406
C -0.970 0.757 0.860  -0.502
C -0.111 0.963 -0.344  -0.043
C -0.308 0.057 -1.577  -0.425
C 1.194 -0.303 -1.596  -0.199
N 1.238 0.384 -0.202  -0.447
C 1.490 -0.224 0.982  0.295
N 0.731 -0.601 1.961  -0.470
H -0.915 1.478 1.615  0.237
H -2.046 0.772 0.505  0.215
H -0.120 2.042 -0.572  0.203
H -0.998 -0.776 -1.302  0.223
H -0.732 0.526 -2.531  0.214
H 1.791 0.271 -2.321  0.209
H 1.463 -1.415 -1.525  0.216
H 2.545 -0.384 1.194  0.168

=====

Run b
C6H9N3 as an isolated structure, computed with wB97M-V/def2-TZVPD.

Frontier orbital gap (eV): 8.70
Charge: 0
LUMO energy (eV): 0.917
Spin multiplicity: 1

Last column: natural (NBO) charge in e.
Element x y z (Å)
C 2.965 0.020 -0.044  -0.422
C 0.596 0.083 0.077  0.255
C 0.430 1.469 0.125  -0.148
C -1.510 0.759 -0.264  0.362
C -2.820 0.029 -0.040  -0.444
C -1.878 -1.205 0.146  -0.193
H 2.983 0.563 0.889  0.202
H 2.969 0.765 -0.867  0.186
H 3.796 -0.686 -0.023  0.209
H 1.630 -1.377 -0.765  0.368
H 1.261 2.116 0.115  0.199
H -3.513 0.003 -0.820  0.227
H -3.230 0.406 0.946  0.232
H -1.891 -1.573 1.200  0.205
H -1.885 -2.140 -0.466  0.205
N 1.702 -0.789 0.035  -0.601
N -0.903 1.915 -0.008  -0.455
N -0.703 -0.358 -0.235  -0.388

=====

Most stable to least stable, the ends of the list are run b and run a.

=====

Run a
One molecule with the formula C3H8N2S, computed with wB97M-V/def2-TZVPD.

Frontier orbital gap (eV): 9.68
Charge: 0
LUMO energy (eV): 0.684
Spin multiplicity: 1

Last column: natural (NBO) charge in e.
Element x y z (Å)
C -0.691 1.948 0.190  -0.613
C 0.269 0.973 0.871  -0.253
N 1.253 0.415 -0.092  -0.477
C 1.109 -0.791 -0.509  0.272
N 0.045 -1.631 -0.433  -0.771
S -0.313 -2.992 -1.405  0.193
H -0.132 2.673 -0.437  0.219
H -1.441 1.427 -0.412  0.194
H -1.274 2.527 0.921  0.208
H -0.284 0.183 1.348  0.159
H 0.769 1.539 1.650  0.200
H 1.901 -1.163 -1.158  0.171
H -0.792 -1.179 -0.121  0.389
H -0.419 -3.930 -0.412  0.110

=====

Run b
C3H8N2S as an isolated structure, computed with wB97M-V/def2-TZVPD.

Frontier orbital gap (eV): 9.16
Charge: 0
LUMO energy (eV): 0.615
Spin multiplicity: 1

Last column: natural (NBO) charge in e.
Element x y z (Å)
C -1.533 -1.550 0.048  -0.671
C -0.515 -0.523 -0.008  0.206
C -0.844 0.715 0.547  -0.308
H -1.480 -2.190 1.132  0.244
H -0.979 -2.337 -0.492  0.243
H -2.623 -1.364 -0.544  0.248
H -1.497 0.679 1.555  0.221
H 0.051 1.269 1.152  0.199
H -1.824 2.504 0.030  0.353
H -0.584 2.213 -0.936  0.373
H 2.944 -0.320 -0.310  0.112
N -1.330 1.578 -0.481  -0.827
N 0.598 -0.852 -0.513  -0.529
S 1.779 0.163 0.116  0.136

=====

Most stable to least stable, the ends of the list are run a and run b.

=====

Run a
A 2-piece molecular cluster, C3H8N2S overall, computed with wB97M-V/def2-TZVPD.

Frontier orbital gap (eV): 9.03
Charge: 0
LUMO energy (eV): 0.990
Spin multiplicity: 1

Last column: natural (NBO) charge in e.
Element x y z (Å)
C -1.561 0.119 -0.729  -0.123
N -1.225 -1.012 -0.349  -0.572
S 0.295 -1.706 -0.353  0.492
C 1.089 -0.746 -1.691  -0.796
H -0.943 0.804 -1.364  0.149
H -2.555 0.461 -0.391  0.174
H 2.010 -1.357 -2.086  0.242
H 1.321 0.293 -1.277  0.229
H 0.353 -0.778 -2.445  0.218
C -0.044 1.093 2.035  -0.063
N 0.810 0.230 1.657  -0.599
H -0.136 1.073 3.120  0.148
H -0.670 1.638 1.382  0.170
H 1.255 -0.113 2.491  0.331

=====

Run b
One molecule with the formula C3H8N2S, computed with wB97M-V/def2-TZVPD.

Frontier orbital gap (eV): 9.22
Charge: 0
LUMO energy (eV): 0.658
Spin multiplicity: 1

Last column: natural (NBO) charge in e.
Element x y z (Å)
C 1.327 1.574 -0.179  -0.454
N 0.639 1.349 0.999  -0.453
N 0.640 0.079 1.396  -0.239
C 0.226 -0.937 0.732  -0.125
S -0.446 -1.207 -0.958  0.197
C -1.758 -0.023 -0.727  -0.819
H 2.598 1.550 0.194  0.152
H 1.193 2.782 -0.486  0.210
H 1.094 0.698 -1.065  0.244
H 0.959 1.995 1.612  0.362
H 0.090 -1.936 1.335  0.209
H -2.285 -0.421 0.280  0.234
H -2.665 -0.174 -1.495  0.242
H -1.573 1.147 -0.759  0.240

=====

Most stable to least stable, the ends of the list are run a and run b.

=====

Run a
One molecule with the formula CH6N4O2, computed with wB97M-V/def2-TZVPD.

Frontier orbital gap (eV): 10.31
Charge: 0
LUMO energy (eV): 0.732
Spin multiplicity: 1

Last column: natural (NBO) charge in e.
Element x y z (Å)
H 0.214 2.785 0.084  0.339
N -0.584 2.214 -0.172  -0.733
C -0.428 0.972 0.025  0.558
N -1.497 0.105 -0.109  -0.855
N 0.722 0.370 0.548  -0.534
N 1.169 -1.005 0.225  0.227
O 0.780 -1.383 -1.097  -0.613
O 0.485 -1.806 1.096  -0.548
H -1.299 -0.757 -0.603  0.399
H -2.310 0.580 -0.474  0.403
H 1.517 0.989 0.637  0.394
H 1.560 -1.811 -1.476  0.489
H -0.330 -1.253 1.316  0.473

=====

Run b
One molecule with the formula CH6N4O2, computed with wB97M-V/def2-TZVPD.

Frontier orbital gap (eV): 9.89
Charge: 0
LUMO energy (eV): 0.812
Spin multiplicity: 1

Last column: natural (NBO) charge in e.
Element x y z (Å)
N 2.099 -0.325 1.586  -0.484
O 1.119 -0.626 0.539  -0.412
C 0.028 0.244 0.544  0.856
O -0.164 1.048 1.451  -0.625
N -0.931 -0.181 -0.415  -0.181
N -0.679 -1.162 -1.324  -0.646
N -1.341 1.111 -0.995  -0.677
H 1.595 0.318 2.209  0.364
H 2.758 0.270 1.081  0.338
H 0.235 -1.057 -1.763  0.354
H -0.822 -2.084 -0.915  0.381
H -2.012 0.844 -1.713  0.360
H -1.884 1.601 -0.283  0.372

=====

Run c
CH6N4O2 as an isolated structure, computed with wB97M-V/def2-TZVPD.

Frontier orbital gap (eV): 7.81
Charge: 0
LUMO energy (eV): -1.097
Spin multiplicity: 1

Last column: natural (NBO) charge in e.
Element x y z (Å)
C -0.295 -0.068 -0.079  0.449
H 1.523 1.339 1.090  0.399
H 1.339 0.371 2.690  0.343
H -1.226 1.440 1.312  0.404
H -2.239 -0.843 0.523  0.368
H -0.434 -2.355 -0.970  0.433
H 1.913 1.277 -1.971  0.458
N 0.800 1.120 1.868  -0.672
N -0.318 0.652 1.077  -0.517
N -1.539 -0.587 -0.343  -0.288
N 0.607 -0.113 -0.987  -0.254
O -1.416 -1.651 -1.194  -0.535
O 1.922 0.611 -0.495  -0.587

=====

Most stable to least stable, the ends of the list are run b and run c.